No. 1
{
  "formula": "C10H14NO3",
  "method": "ωB97M-V/def2-TZVPD",
  "species": ["C", "C", "C", "C", "C", "C", "C", "C", "C", "C", "N", "O", "O", "O", "H", "H", "H", "H", "H", "H", "H", "H", "H", "H", "H", "H", "H", "H"],
  "xyz": [[1.98120, -2.10921, 0.02946], [0.67799, -1.67995, 0.61467], [2.90358, -1.17720, -0.19476], [0.48636, -0.27367, 0.92900], [-2.29599, -0.01535, 0.07750], [2.71831, 0.31916, -0.19632], [1.37659, 0.89743, 0.42158], [-4.14159, -1.37149, -0.36778], [0.51043, 1.73206, -0.51284], [-0.84428, 2.16723, 0.04938], [-1.56180, -1.08028, -0.13291], [-0.11453, -0.77570, -0.20960], [-3.57823, -0.04438, -0.05984], [-1.96102, 1.22979, 0.43436], [2.27564, -3.16411, -0.05406], [0.05137, -2.46661, 1.01395], [3.84778, -1.46266, -0.63216], [-0.16832, 0.16629, 1.79648], [3.54927, 0.94734, 0.14053], [2.54907, 0.63754, -1.27373], [1.65018, 1.47514, 1.26505], [-5.00723, -1.45926, 0.26495], [-3.41529, -2.15007, -0.13990], [-4.52496, -1.43113, -1.41141], [0.25538, 1.22853, -1.41491], [1.09551, 2.59544, -0.80429], [-0.66022, 2.87049, 1.00088], [-1.48049, 2.92645, -0.54959]],
  "e_lumo_ha": -0.105,
  "total_charge": 1,
  "spin_multiplicity": 1,
  "orbital_gap_ha": 0.404
}

No. 2
{
  "formula": "C20H41BrIIrNO14P4",
  "method": "ωB97M-V/def2-TZVPD",
  "species": ["Ir", "O", "C", "C", "C", "N", "C", "Br", "C", "H", "H", "H", "H", "C", "C", "O", "P", "O", "O", "O", "P", "O", "O", "O", "H", "H", "H", "H", "H", "H", "H", "C", "C", "C", "O", "P", "O", "C", "P", "O", "O", "C", "C", "C", "O", "C", "C", "C", "O", "C", "C", "C", "H", "H", "H", "H", "H", "H", "H", "H", "H", "H", "H", "H", "H", "H", "H", "H", "H", "H", "H", "H", "H", "H", "H", "H", "H", "H", "H", "H", "H", "H", "I"],
  "xyz": [[-1.69629, 0.84101, 1.04093], [-0.33908, 2.69133, 6.94961], [-0.61991, 2.22766, 5.72961], [-1.15770, 0.96640, 5.48081], [-1.41375, 0.61162, 4.18111], [-1.16881, 1.42222, 3.13423], [-0.63269, 2.62136, 3.39789], [-0.25093, 3.72452, 1.92651], [-0.34368, 3.07390, 4.65916], [-0.57080, 2.05224, 7.63701], [-1.37780, 0.27535, 6.28487], [-1.83541, -0.35549, 3.94222], [0.07891, 4.05353, 4.82801], [-4.03792, 3.75272, -3.08348], [-3.46089, 2.82044, -2.06008], [-4.27066, 1.79695, -1.75445], [-1.67872, 2.35317, -2.23725], [-0.86099, 3.66040, -2.41919], [-1.67447, 1.67611, -3.65590], [-1.31586, 1.46319, -1.10994], [-3.27946, 3.93086, -0.18196], [-4.69236, 4.59686, -0.13394], [-2.22059, 4.85638, -0.62639], [-3.11764, 2.78902, 0.74799], [-4.12765, 3.20124, -4.02362], [-3.39811, 4.61986, -3.22774], [-5.03399, 4.08036, -2.78703], [-3.84304, 1.16956, -1.14131], [-1.07403, 4.32908, -1.72328], [-0.86843, 1.77563, -4.18052], [-5.34763, 4.12736, 0.40279], [3.29279, 1.56803, -2.75723], [2.64620, 0.26123, -2.37453], [2.03811, -0.49240, -3.53020], [1.54957, 0.57415, -1.42581], [1.61808, 0.22819, 0.09259], [0.50336, 0.85549, 0.86601], [1.52974, -1.55497, 0.27743], [-0.12732, -2.22913, 0.11103], [-1.08122, -1.42773, 0.93062], [-0.14210, -3.69373, 0.63095], [0.75493, -4.85997, 0.46326], [1.82036, -4.79450, 1.53346], [1.30332, -4.99854, -0.93824], [-0.37771, -2.19062, -1.43511], [-1.58345, -2.80237, -2.04859], [-1.20444, -3.20023, -3.45379], [-2.71101, -1.79698, -2.00740], [3.03587, 0.67723, 0.52613], [3.70110, 0.68030, 1.85260], [4.44358, -0.62278, 2.03724], [2.73175, 1.00114, 2.96810], [4.11228, 1.37991, -3.45285], [3.69274, 2.08114, -1.88298], [2.56621, 2.22059, -3.24683], [3.37238, -0.36784, -1.85464], [1.41708, 0.17239, -4.13768], [1.42359, -1.32284, -3.18083], [2.83138, -0.88551, -4.16768], [1.81948, -1.77491, 1.30870], [2.23296, -2.03910, -0.40197], [0.08597, -5.69172, 0.66386], [2.57814, -4.04153, 1.29909], [2.32399, -5.75953, 1.60045], [1.38180, -4.57257, 2.50639], [1.98608, -4.18790, -1.20088], [0.51184, -5.04573, -1.68225], [1.86976, -5.92861, -0.99290], [-1.84700, -3.67891, -1.45646], [-0.83155, -2.33173, -4.00082], [-2.08728, -3.57602, -3.97317], [-0.44621, -3.97954, -3.47853], [-2.50662, -0.96385, -2.68163], [-2.85222, -1.41978, -0.99102], [-3.63432, -2.28578, -2.32152], [4.41441, 1.49208, 1.74743], [3.76592, -1.44889, 2.26678], [5.13478, -0.52388, 2.87535], [5.02673, -0.87311, 1.15010], [2.00261, 0.19914, 3.11562], [2.19356, 1.92890, 2.77202], [3.30090, 1.11669, 3.89135], [-3.95052, -0.27823, 1.59226]],
  "e_lumo_ha": [-0.157, -0.300],
  "total_charge": 2,
  "spin_multiplicity": 6,
  "orbital_gap_ha": [0.349, 0.234],
  "s_squared": 8.7648
}

no.,strongest force on any atom (eV/Å)
1,5.43
2,0.48